No. 1
The following is a quantum chemistry calculation of 2 unconnected molecules or ions with the total composition C2H6FP in a non-equilibrium geometry, from OMol25.

Computed properties:
2S+1 ... 3
Gap between HOMO and LUMO (alpha / beta) ... 0.2637 / 0.2201 Eh
Expectation value of S² ... 2.0074
Relative energy (zero: lowest compared OMol25 entry of this formula, charge and spin) ... 18.3 kcal/mol
HOMO level (alpha / beta) ... -6.30 / -9.25 eV

Geometry (Å):
C (-0.714, 0.665, 1.129)
C (1.087, -0.823, -0.484)
F (-3.066, -0.097, -0.451)
P (0.103, -0.757, 1.063)
H (-2.184, -0.336, -0.510)
H (-1.236, 0.835, 2.047)
H (-0.718, 1.327, 0.282)
H (1.457, 0.097, -0.832)
H (0.622, -1.049, -1.413)
H (1.956, -1.517, -0.410)

Cartesian forces, eV/Å:
-1.3 1.1 1.1
1.1 -2.2 0.0
-0.9 0.1 -0.3
1.8 -1.0 -1.7
0.7 -0.1 0.3
-0.5 0.6 0.0
0.2 0.3 0.0
0.9 2.0 0.9
-1.3 -1.2 -0.5
-0.6 0.5 0.1

Löwdin population analysis, charges in e, atoms 1 to 4: atom 1 (C): -0.4510, atom 2 (C): -0.3735, atom 3 (F): -0.0817, atom 4 (P): 0.8456

=====

No. 2
The following is a quantum chemistry calculation of a molecular structure, C39H35ClN2PdSi2 in a non-equilibrium geometry, from OMol25.

Computed properties:
2S+1 ... 3
Gap between HOMO and LUMO (alpha / beta) ... 0.1858 / 0.1841 Eh
Expectation value of S² ... 2.0322
Relative energy (zero: lowest compared OMol25 entry of this formula, charge and spin) ... 77.0 kcal/mol
HOMO level (alpha / beta) ... -5.70 / -5.67 eV

Geometry (Å):
C (-2.095, -1.916, 3.843)
C (-2.977, -1.213, 2.965)
C (-3.157, -2.007, 1.792)
H (-3.466, -0.264, 3.168)
C (-2.373, -3.199, 1.943)
C (-1.735, -3.146, 3.215)
H (-1.118, -3.932, 3.645)
H (-1.791, -1.593, 4.837)
H (-3.791, -1.755, 0.946)
H (-2.290, -4.012, 1.225)
Pd (-0.948, -1.393, 1.826)
Si (2.180, 1.846, -0.349)
C (1.067, 3.257, -0.933)
C (1.096, 3.738, -2.243)
H (1.861, 3.386, -2.938)
C (0.123, 4.643, -2.679)
H (0.125, 4.972, -3.718)
C (-0.860, 5.103, -1.800)
H (-1.634, 5.786, -2.151)
C (-0.833, 4.694, -0.462)
H (-1.582, 5.056, 0.244)
C (0.163, 3.817, -0.021)
H (0.210, 3.536, 1.036)
C (0.868, 0.398, -0.086)
C (-0.527, 0.612, 0.059)
H (-0.899, 1.633, 0.020)
C (-1.506, -0.425, -0.056)
H (-2.556, -0.170, -0.175)
C (-1.075, -1.801, -0.298)
H (-1.740, -2.608, -0.565)
C (0.294, -2.012, 0.181)
H (0.637, -3.043, 0.226)
C (1.248, -0.974, -0.063)
H (2.293, -1.240, -0.226)
H (2.618, 1.534, 1.076)
Si (-0.146, -0.728, -1.366)
C (0.378, -2.007, -2.766)
C (-0.621, -2.607, -3.532)
H (-1.668, -2.320, -3.409)
C (-0.280, -3.551, -4.513)
H (-1.057, -3.990, -5.140)
C (1.058, -3.932, -4.683)
H (1.325, -4.679, -5.433)
C (2.051, -3.350, -3.890)
H (3.097, -3.639, -4.011)
C (1.710, -2.381, -2.930)
H (2.512, -1.923, -2.349)
C (-0.632, 0.464, -2.858)
C (-1.830, 1.187, -2.857)
H (-2.564, 1.088, -2.053)
C (-2.139, 2.059, -3.912)
H (-3.076, 2.620, -3.898)
C (-1.248, 2.227, -4.974)
H (-1.493, 2.895, -5.803)
C (-0.026, 1.545, -4.956)
H (0.690, 1.678, -5.768)
C (0.284, 0.701, -3.883)
H (1.257, 0.207, -3.885)
H (3.061, 2.713, 0.343)
Cl (3.367, 1.185, -1.907)
C (-0.974, 2.726, 3.558)
C (0.203, 2.778, 4.312)
C (1.026, 1.656, 4.360)
C (0.656, 0.499, 3.661)
N (-0.462, 0.501, 2.890)
C (-1.271, 1.564, 2.849)
C (1.388, -0.774, 3.742)
C (2.466, -1.000, 4.610)
C (3.030, -2.273, 4.690)
C (2.517, -3.296, 3.886)
C (1.466, -3.009, 3.017)
N (0.922, -1.788, 2.969)
H (-1.668, 3.561, 3.504)
H (0.470, 3.678, 4.861)
H (1.952, 1.636, 4.927)
H (-2.175, 1.485, 2.241)
H (2.819, -0.171, 5.219)
H (3.855, -2.465, 5.376)
H (2.902, -4.311, 3.915)
H (1.039, -3.769, 2.360)

Cartesian forces, eV/Å:
-0.2 -0.9 -0.1
-1.1 -0.5 -0.4
-0.8 0.3 1.2
0.1 -0.3 0.0
0.1 -0.3 0.8
-1.0 -0.6 0.6
-0.2 0.3 -0.1
0.0 0.0 -0.3
0.2 -0.1 0.2
-0.1 0.2 0.2
-0.5 -0.6 -0.6
-0.5 0.4 1.3
-0.2 -0.4 0.1
-0.5 0.0 -0.1
-0.3 0.0 0.1
0.1 0.1 0.1
0.0 0.0 0.3
0.1 -0.1 0.0
0.2 -0.2 0.1
0.3 0.1 0.1
0.2 0.0 -0.2
-0.5 0.1 -0.4
-0.1 0.0 -0.3
-0.2 0.8 -0.6
-1.0 1.1 0.0
0.0 -0.3 -0.3
-1.9 2.5 2.7
0.3 0.0 -0.1
-1.0 -2.0 -0.5
0.1 0.3 0.0
1.4 -0.9 1.7
0.0 0.2 -0.3
1.2 -1.5 0.4
-0.3 0.1 0.2
-1.0 -2.2 1.3
2.3 1.1 -10.2
0.3 -0.1 1.7
0.4 -0.4 -0.7
0.2 0.0 0.0
0.1 0.1 0.3
0.2 0.0 0.2
0.0 0.2 0.2
-0.1 0.2 0.2
-0.2 0.2 0.1
-0.3 0.0 0.0
0.1 -0.7 -0.8
-0.3 -0.1 -0.1
-0.4 0.4 1.6
-0.1 0.4 -0.8
0.3 0.0 -0.1
0.0 -0.1 0.0
0.2 -0.2 0.0
0.1 -0.2 0.2
0.1 -0.2 0.3
-0.3 0.1 0.4
-0.1 0.0 0.2
0.0 0.0 -0.7
-0.3 0.0 0.0
2.3 2.8 -1.1
0.1 -0.6 -0.2
0.0 -0.1 0.0
-0.1 -0.3 -0.2
0.0 -0.4 -0.1
-1.3 1.4 -0.6
0.9 1.0 1.2
1.0 0.1 0.5
0.5 -1.9 -0.3
-0.3 0.1 -0.2
-0.3 0.1 -0.2
-0.1 0.0 -0.1
0.4 0.9 0.7
1.4 0.2 1.2
0.2 -0.1 0.1
0.0 -0.2 -0.1
-0.2 0.3 0.0
0.3 0.0 0.1
0.1 -0.4 0.0
-0.2 0.0 -0.2
0.1 0.2 0.1
0.1 0.2 0.2

Löwdin population analysis, charges in e, atoms 1 to 4: atom 1 (C): -0.1581, atom 2 (C): -0.1815, atom 3 (C): -0.1802, atom 4 (H): 0.0940

=====

No. 3
The following is a quantum chemistry calculation of 2 unconnected molecules or ions with the total composition C19H23N5O3 in a non-equilibrium geometry, from OMol25.

Computed properties:
SMILES string ... CNC(=O)[C@@H](NC(C)=O)[C@@H](C)O.c1ccc2c(-c3ccncc3)n[nH]c2c1
Gap between HOMO and LUMO ... 0.3190 Eh
Relative energy (zero: lowest compared OMol25 entry of this formula, charge and spin) ... 28.7 kcal/mol
HOMO level ... -8.79 eV

Geometry (Å):
C (2.830, -3.974, -2.820)
N (1.491, -3.460, -2.541)
C (1.066, -2.232, -2.878)
O (1.810, -1.448, -3.454)
C (-0.386, -1.843, -2.524)
N (-1.236, -2.998, -2.159)
C (-1.631, -3.939, -3.016)
C (-2.543, -5.010, -2.465)
O (-1.273, -3.979, -4.182)
C (-0.460, -0.796, -1.392)
C (0.449, -1.105, -0.201)
O (-0.130, 0.484, -1.861)
H (2.983, -4.022, -3.900)
H (2.953, -4.971, -2.395)
H (3.580, -3.305, -2.394)
H (0.816, -4.085, -2.135)
H (-0.804, -1.383, -3.419)
H (-1.592, -3.043, -1.219)
H (-3.460, -4.551, -2.102)
H (-2.041, -5.538, -1.657)
H (-2.781, -5.712, -3.264)
H (-1.489, -0.751, -1.034)
H (0.238, -0.410, 0.612)
H (0.266, -2.119, 0.154)
H (1.496, -1.004, -0.488)
H (-0.171, 1.102, -1.113)
C (3.680, 3.444, 3.023)
C (2.633, 3.660, 3.929)
C (1.304, 3.448, 3.534)
C (1.027, 3.000, 2.233)
C (-0.186, 2.684, 1.472)
C (-1.594, 2.696, 1.929)
C (-2.642, 2.826, 1.008)
C (-3.970, 2.831, 1.437)
N (-4.305, 2.708, 2.730)
C (-3.321, 2.571, 3.631)
C (-1.971, 2.553, 3.271)
N (0.128, 2.351, 0.235)
N (1.490, 2.419, 0.153)
C (2.070, 2.806, 1.346)
C (3.400, 3.018, 1.720)
H (4.708, 3.617, 3.329)
H (2.850, 4.002, 4.936)
H (0.508, 3.649, 4.242)
H (-2.436, 2.934, -0.052)
H (-4.760, 2.940, 0.700)
H (-3.586, 2.456, 4.678)
H (-1.237, 2.400, 4.051)
H (2.024, 2.214, -0.695)
H (4.205, 2.862, 1.008)

Cartesian forces, eV/Å:
-0.3 0.5 -0.2
-0.2 -0.9 0.8
0.6 0.5 -0.7
-0.5 0.0 0.3
-0.2 -0.3 0.0
0.8 1.4 1.0
-0.3 -1.2 -1.5
0.0 0.1 0.0
0.1 0.3 0.1
0.6 0.2 0.7
-0.3 -0.4 -0.2
0.1 0.1 -0.9
0.1 0.0 0.1
-0.2 0.1 0.0
0.0 -0.1 -0.1
0.1 0.0 0.0
0.1 0.0 -0.1
0.0 0.1 0.0
-0.1 -0.1 0.2
-0.1 -0.1 0.2
0.1 0.1 0.1
-0.4 -0.4 0.0
0.0 0.0 0.0
0.1 -0.1 0.2
0.0 -0.1 -0.1
-0.2 0.0 0.0
-0.4 -0.4 -1.0
-1.0 -0.1 -0.3
0.7 0.2 0.5
-1.2 0.0 0.4
0.5 0.1 0.4
-0.6 -0.1 -0.1
-0.1 0.1 -0.1
0.9 -0.1 0.7
0.0 0.0 0.1
0.3 0.1 -1.1
0.0 0.0 0.0
1.0 0.2 0.6
0.8 0.2 0.1
-0.2 -0.2 -0.7
0.7 0.2 0.4
-0.1 -0.1 -0.1
-0.1 0.0 -0.2
0.1 0.0 -0.1
0.1 0.0 0.1
-0.1 0.0 0.2
-0.2 0.0 -0.1
0.1 0.0 -0.1
-0.9 0.0 0.4
-0.1 0.0 0.1

Löwdin population analysis, charges in e, atoms 1 to 4: atom 1 (C): -0.0526, atom 2 (N): 0.0265, atom 3 (C): -0.4670, atom 4 (O): 0.0659

=====

Values for energy, eV, ordered as above
-14172.4251; -75738.5017; -33669.9719